{"formula": "C23H16CoN7O3S4", "method": "ωB97M-V/def2-TZVPD", "symbols": ["H", "H", "H", "C", "N", "C", "H", "H", "N", "C", "S", "H", "C", "O", "C", "C", "S", "C", "C", "H", "H", "C", "N", "S", "C", "O", "H", "C", "H", "C", "H", "N", "S", "N", "C", "C", "O", "C", "N", "C", "C", "Co", "C", "H", "N", "H", "C", "C", "C", "H", "H", "C", "H", "C"], "coordinates": [[-0.953, 0.875, 2.506], [-0.475, 2.698, -2.845], [2.589, -2.730, 1.382], [0.450, 1.565, -4.300], [1.504, -5.007, 3.915], [-0.567, -3.993, 1.355], [3.309, 1.407, 1.906], [-2.181, -3.452, 0.112], [-0.566, 2.350, -3.784], [-0.488, 0.837, -7.694], [2.127, -1.157, -0.925], [-3.091, 3.956, -3.591], [-0.333, 1.668, 0.664], [-2.154, -0.992, 4.913], [-1.736, 2.497, -4.475], [-2.954, 2.891, -3.732], [1.893, 1.008, -3.382], [1.973, 1.984, 0.280], [0.216, -0.242, 5.518], [0.560, 0.947, -7.917], [-3.090, 2.337, -2.789], [2.600, 0.093, 4.501], [0.660, 2.051, -0.120], [-1.567, -0.070, 5.936], [-1.795, 2.037, -5.777], [-1.593, 1.371, 5.684], [-3.793, 2.592, -4.402], [1.539, -2.826, 1.061], [-1.319, 1.680, 0.286], [-0.688, 1.380, -6.298], [3.611, 0.023, 4.062], [1.182, -0.597, 6.301], [-0.919, -0.829, -1.213], [-2.035, -5.735, 2.632], [-1.390, -4.920, 2.110], [-0.382, -2.221, -0.298], [-1.928, -0.471, 7.297], [1.437, 0.414, 3.707], [0.368, 1.086, -5.529], [2.412, -0.357, 5.774], [1.255, 1.042, 2.365], [0.817, 0.374, -1.573], [1.032, -2.185, -0.033], [-1.104, 1.453, -8.438], [0.241, 0.198, 4.300], [-0.731, -0.192, -7.772], [-1.137, -3.268, 0.288], [2.256, 1.477, 1.549], [1.141, -4.325, 3.022], [3.172, -0.568, 6.477], [2.690, 2.332, -0.436], [-0.076, 1.166, 1.934], [-2.714, 2.076, -6.329], [0.724, -3.726, 1.814]], "atomic_forces_ev_per_a": [[0.57, -0.16, 0.34], [0.08, 0.02, 0.48], [-0.63, 0.20, -0.33], [1.80, -0.72, 1.15], [-1.02, 2.26, -2.36], [-0.46, 0.30, 0.14], [-0.87, 0.05, -0.46], [-0.23, 0.28, -0.36], [0.01, -0.66, -1.31], [-1.46, 2.54, -0.69], [1.29, -1.16, 0.48], [0.31, 0.24, 0.28], [1.68, -0.48, 1.78], [0.51, 1.81, 1.19], [0.56, -0.93, 0.18], [-1.50, -0.23, -0.70], [-1.47, 1.60, -1.74], [-2.45, -0.31, 1.32], [-2.54, -0.56, 1.25], [0.33, 0.03, -0.15], [0.34, 0.30, -0.29], [0.24, 0.35, -2.51], [1.60, 0.52, -1.69], [-0.87, -2.01, -0.18], [-0.07, 0.21, 0.51], [-0.86, -0.23, 0.11], [0.39, 0.21, 0.65], [0.12, -1.95, 1.61], [-0.84, 0.17, -0.40], [1.67, -1.01, 0.11], [-0.53, 0.61, 0.29], [1.64, 0.60, 0.35], [-2.62, -1.20, -0.37], [0.88, 1.25, -0.70], [-0.75, -1.16, 0.09], [1.05, -0.45, 0.26], [0.75, 0.48, -0.78], [-0.73, -0.86, 2.42], [-0.62, 0.76, -0.53], [-2.02, -0.65, 0.49], [-1.36, -0.70, 0.68], [-0.19, 0.99, 0.47], [-0.54, 0.39, 0.17], [0.80, -1.03, 0.88], [2.79, 1.05, -2.72], [-0.42, -0.98, 0.04], [0.97, 0.97, 0.42], [2.31, 0.62, -0.75], [1.75, -2.83, 2.73], [1.20, -0.27, 0.18], [0.38, 0.01, -0.13], [-0.64, 0.29, -0.62], [-0.23, 0.19, -0.08], [-0.05, 1.24, -1.24]], "spin_multiplicity": 4, "lumo_ev": [0.130, 0.127], "total_energy_ha": -4470.62827, "mol_weight_g_mol": 625.628, "largest_force_ha_per_bohr": 0.084, "s_squared": 3.7697, "charge": -1}

{"formula": "C23H16F10N8Pt", "method": "ωB97M-V/def2-TZVPD", "symbols": ["H", "C", "C", "H", "H", "H", "H", "C", "N", "C", "F", "C", "C", "N", "H", "C", "C", "C", "F", "H", "C", "H", "H", "F", "H", "C", "H", "C", "C", "N", "F", "C", "H", "N", "F", "F", "N", "C", "N", "N", "C", "H", "C", "F", "C", "N", "C", "H", "H", "F", "C", "H", "Pt", "C", "F", "C", "C", "F"], "coordinates": [[-4.185, 0.006, -0.766], [0.279, -1.734, 4.729], [1.871, -2.782, -1.613], [1.702, 4.623, 1.728], [4.653, 1.167, 0.650], [3.081, -0.525, -0.493], [-2.566, 2.124, -2.245], [3.487, -1.232, -3.193], [-0.427, 2.696, -0.011], [-0.992, -1.979, -1.487], [4.260, -0.461, -3.964], [-1.016, -0.654, 2.374], [3.126, -3.242, -1.982], [1.663, 1.071, -0.267], [-0.884, -2.893, -2.077], [-2.835, -0.497, 0.831], [-2.548, 1.097, -2.596], [-0.886, -2.280, 4.232], [3.553, -4.425, -1.537], [-3.139, -1.711, -1.668], [-2.213, -1.227, -1.982], [-3.626, -0.317, 1.573], [-3.531, 0.847, -3.009], [5.171, -2.889, -3.114], [-1.103, -2.270, -0.438], [-1.511, 3.438, 0.221], [-2.444, 3.116, -0.208], [0.164, -0.127, 2.955], [0.717, 3.152, 0.520], [-0.313, 5.042, 1.508], [-1.426, -3.343, 4.843], [-1.444, 4.603, 0.964], [-1.792, 1.007, -3.373], [3.686, 1.319, 0.412], [1.168, -3.560, -0.773], [0.700, 1.005, 2.429], [3.089, 2.484, 0.726], [-3.204, 0.319, -0.388], [0.107, -1.068, -1.719], [-1.531, -0.073, 1.274], [2.833, 0.470, -0.164], [-3.268, 1.368, -0.114], [-1.502, -1.766, 3.105], [0.890, -2.248, 5.809], [3.952, -2.466, -2.771], [-2.207, 0.189, -1.488], [2.221, -0.801, -2.846], [-2.336, 5.193, 1.129], [-2.196, -1.204, -3.072], [1.830, 0.387, -3.327], [1.353, -1.548, -2.031], [-2.900, -1.565, 0.582], [-0.240, 0.662, -0.776], [0.766, 4.310, 1.285], [1.911, -0.044, 4.522], [1.864, 2.287, 0.312], [0.794, -0.635, 4.067], [-2.628, -2.413, 2.711]], "atomic_forces_ev_per_a": [[0.03, 0.06, -0.08], [0.00, 0.02, 0.02], [0.03, -0.12, 0.13], [0.01, 0.01, -0.02], [0.00, 0.00, -0.03], [0.02, 0.01, 0.08], [0.01, 0.07, 0.07], [-0.04, 0.08, -0.05], [-0.07, -0.34, 0.35], [-0.04, -0.08, 0.01], [0.00, -0.03, 0.01], [-0.12, 0.11, -0.18], [-0.01, -0.08, 0.07], [0.13, 0.11, 0.21], [0.02, 0.00, 0.00], [0.18, 0.02, 0.01], [-0.12, -0.07, -0.10], [-0.05, -0.02, -0.04], [-0.01, 0.05, -0.03], [-0.01, 0.03, -0.03], [-0.05, -0.14, -0.06], [-0.01, -0.02, 0.02], [-0.01, 0.00, 0.02], [-0.02, 0.00, -0.01], [0.00, 0.05, 0.00], [0.11, -0.01, -0.16], [-0.05, -0.09, 0.01], [0.05, 0.05, 0.08], [0.02, -0.02, -0.05], [-0.04, 0.01, -0.01], [0.01, -0.01, -0.01], [0.05, 0.05, 0.00], [-0.01, 0.00, 0.00], [-0.07, 0.07, 0.05], [-0.03, 0.08, -0.06], [0.00, 0.03, -0.10], [0.01, -0.12, -0.01], [-0.14, -0.09, -0.11], [0.27, -0.09, 0.04], [-0.17, -0.10, 0.54], [0.00, -0.07, -0.05], [0.03, 0.06, 0.01], [0.03, -0.13, 0.09], [0.01, -0.01, 0.02], [0.05, 0.03, 0.02], [0.20, 0.13, 0.41], [0.06, 0.06, -0.23], [-0.01, -0.01, 0.01], [0.07, 0.05, 0.02], [-0.03, -0.07, 0.08], [-0.21, 0.02, -0.07], [-0.07, 0.03, -0.02], [-0.10, 0.28, -0.85], [-0.02, 0.01, -0.07], [-0.01, 0.00, 0.01], [0.09, 0.16, 0.12], [0.02, 0.01, -0.03], [-0.02, 0.01, -0.01]], "spin_multiplicity": 1, "lumo_ev": -0.984, "total_energy_ha": -2441.98066, "mol_weight_g_mol": 789.495, "largest_force_ha_per_bohr": 0.018}